(1)
Density functional theory data (the ωB97M-V functional and the def2-TZVPD basis) for C24H26BrN6ORhS as an isolated structure.

Calculated values
LUMO = -5.80 eV
charge = +2
energy relative to the best compared isomer or geometry (same formula, charge and spin) = 0.0 kcal per mole
orbital gap = 6.927 eV

Geometry as XYZ:
```
60
Properties=species:S:1:pos:R:3:mulliken_charge:R:1
Rh -0.7226 -0.2774 -0.0937 -0.2784
Br 4.1804 -1.9441 5.2894 -0.1435
C 3.2117 -1.5053 3.7375 -0.3935
C 3.8954 -1.0408 2.5996 -0.3817
C 3.2237 -0.7200 1.4500 -0.9600
C 1.8174 -0.8297 1.3704 0.5958
O 1.2518 -0.4702 0.2490 -0.3158
C 1.1316 -1.3076 2.5230 0.3643
C -0.2426 -1.6771 2.4795 -0.1771
N -1.0755 -1.3870 1.5320 0.5290
C -2.2411 -2.1878 1.3225 -0.6397
C -3.1157 -2.6496 2.2612 -0.5945
C -4.1288 -3.5619 1.8808 -0.8928
C -4.2319 -4.0085 0.5938 -0.8839
C -3.3406 -3.5362 -0.4036 0.8205
C -3.3828 -3.9418 -1.7604 -0.6549
C -2.4936 -3.4078 -2.6499 -1.0030
C -1.5716 -2.4413 -2.2074 -0.1070
N -1.4944 -2.0489 -0.9560 0.2485
C -2.3582 -2.6077 -0.0377 1.2236
C 1.8582 -1.6536 3.6908 -0.6111
H 4.9731 -0.9485 2.6357 0.4349
H 3.7586 -0.3765 0.5752 0.5063
H -0.5962 -2.3571 3.2531 0.4042
H -3.0362 -2.3319 3.2935 0.5538
H -4.8190 -3.9177 2.6330 0.4391
H -4.9985 -4.7206 0.3182 0.4394
H -4.1213 -4.6671 -2.0782 0.4728
H -2.4876 -3.6992 -3.6900 0.4354
H -0.8809 -1.9860 -2.9069 0.5066
H 1.3215 -2.0442 4.5465 0.4890
N -0.5305 1.4460 0.9942 -0.2564
C -1.8966 1.9937 1.1892 -0.4594
C -2.6396 1.8884 -0.1302 -0.7329
N -2.6319 0.4599 -0.5660 -0.2942
H -0.0593 1.2997 1.8833 0.3712
H 0.0665 2.0561 0.4189 0.4676
H -1.8581 3.0212 1.5516 0.4912
H -2.3983 1.3890 1.9469 0.3016
H -2.1083 2.4565 -0.8947 0.2984
H -3.6572 2.2702 -0.0628 0.4414
H -2.7990 0.4086 -1.5676 0.3491
H -3.3760 -0.0730 -0.1187 0.2979
C 3.9622 2.7990 -4.2555 -1.4210
C 3.0538 2.8014 -3.0771 0.8500
C 3.1378 3.6516 -2.0071 -1.0152
C 2.2208 3.5030 -0.9604 0.8418
N 1.2606 2.5725 -0.9829 -0.0105
C 1.1776 1.7511 -2.0227 -0.0901
S -0.0177 0.5354 -2.2177 -0.4608
N 2.0718 1.8684 -3.0411 0.0317
C 2.2917 4.3779 0.2444 -1.4314
H 4.5631 3.7037 -4.2755 0.3840
H 3.3956 2.7309 -5.1848 0.4116
H 4.6335 1.9392 -4.2021 0.3423
H 3.8974 4.4181 -1.9764 0.4595
H 1.9860 1.2136 -3.8100 0.3257
H 2.6328 5.3793 -0.0110 0.4719
H 3.0132 3.9556 0.9491 0.3046
H 1.3236 4.4364 0.7359 0.3040
```

(2)
Density functional theory data (the ωB97M-V functional and the def2-TZVPD basis) for C24H26CdN4Si as an isolated structure.

Calculated values
LUMO (spin up / spin down) = -0.44 / -0.44 eV
energy relative to the best compared isomer or geometry (same formula, charge and spin) = 111.4 kcal per mole
orbital gap (spin up / spin down) = 3.412 / 3.413 eV

Geometry as XYZ:
```
56
Properties=species:S:1:pos:R:3:mulliken_charge:R:1
C 0.1473 2.5665 1.9856 -0.9792
C -0.8289 2.8450 0.9781 -0.1553
C -2.0700 2.3248 1.3987 -0.9847
H -0.6426 3.3764 0.0473 0.5874
C -1.8719 1.6942 2.6840 -0.6813
C -0.4870 1.8864 3.0446 0.0437
H -0.0371 1.6039 3.9961 0.4124
H 1.1906 2.8824 1.9467 0.3961
H -3.0372 2.4267 0.9037 0.4407
H -2.6782 1.4407 3.3763 0.4559
Cd -1.6123 -0.5901 2.0269 0.4909
C -0.1364 -0.1486 -0.4451 -0.9928
H 0.6136 -0.2704 0.3467 0.4502
H -0.5495 -1.1094 -0.7764 0.4929
H -0.9230 0.5697 -0.1780 -0.4372
Si 0.8659 0.7822 -2.0962 0.0714
C 1.8655 -0.4526 -3.0528 0.8545
C 2.9473 0.0285 -3.8253 -0.4189
H 3.0978 1.1102 -3.9453 0.1499
C 3.8548 -0.8662 -4.4145 -0.6659
H 4.7191 -0.4793 -4.9672 0.3402
C 3.6528 -2.2426 -4.2920 -0.3799
H 4.3768 -2.9305 -4.7321 0.3551
C 2.5343 -2.7314 -3.6015 -0.5799
H 2.3566 -3.8068 -3.5353 0.3529
C 1.6407 -1.8408 -2.9835 -0.3151
H 0.7678 -2.2225 -2.4399 0.2892
C -0.5267 1.5253 -3.0968 0.8521
C -0.2287 2.0695 -4.3612 -0.5287
H 0.7928 2.0189 -4.7446 0.1537
C -1.2234 2.6813 -5.1435 -0.6278
H -0.9767 3.0897 -6.1289 0.3571
C -2.5372 2.7675 -4.6691 -0.3932
H -3.3161 3.2442 -5.2744 0.3480
C -2.8477 2.2333 -3.4112 -0.6480
H -3.8701 2.3025 -3.0279 0.3647
C -1.8601 1.6009 -2.6443 -0.1181
H -2.1510 1.1559 -1.6910 0.2216
H 1.9240 1.8928 -1.5210 0.0263
H 1.9056 1.9817 -2.4118 0.0628
N -0.7379 -1.7455 6.0961 -0.1050
C -1.5979 -0.7781 6.6145 -0.5787
C -2.2117 -0.1950 5.5353 -0.3083
N -1.7493 -0.7916 4.3769 -0.2418
C -0.8363 -1.7071 4.7368 0.0898
C -0.0481 -2.4669 3.7730 0.3642
N -0.1453 -2.3090 2.4384 -0.1580
C 0.7618 -3.1860 1.8613 -0.2916
C 1.4202 -3.8656 2.8482 -0.5293
N 0.8962 -3.3999 4.0513 -0.0818
H -0.1470 -2.3960 6.6110 0.2087
H -1.6769 -0.5692 7.6686 0.4292
H -2.9428 0.5979 5.4916 0.4414
H 0.8575 -3.2604 0.7872 0.4551
H 2.1810 -4.6212 2.7988 0.4313
H 1.1352 -3.7164 4.9871 0.2109
```

| no. | DFT total energy (eV) |
| --- | --- |
| 1 | -120173.8791 |
| 2 | -43705.1300 |